# C55H159N11O29

A 20-piece molecular cluster, C55H159N11O29 overall in a non-equilibrium geometry (wB97M-V/def2-TZVPD, OMol25).

Calculated values
- spin multiplicity = 1
- HOMO-LUMO gap (eV) = 7.995
- ΔE to the lowest compared entry with this formula, charge and spin (kJ/mol) = 0.0

```
254
Properties=species:S:1:pos:R:3:forces:R:3
C -2.276 8.053 -13.490 -0.16 -0.57 -0.06
O -2.055 8.791 -12.515 -0.13 -0.53 -0.51
N -3.423 7.300 -13.547 0.83 0.73 0.16
N -1.376 7.921 -14.515 -0.38 0.39 0.47
H -3.741 6.850 -14.382 0.00 -0.15 -0.03
H -4.004 7.361 -12.721 -0.25 -0.23 -0.12
H -1.485 7.305 -15.297 -0.16 -0.17 0.06
H -0.502 8.404 -14.406 -0.12 -0.04 -0.06
C 10.843 3.252 -9.494 0.18 0.29 1.27
O 9.943 2.773 -10.437 -0.48 0.30 -0.46
C 10.449 2.847 -11.750 1.09 -0.44 -0.51
C 9.424 2.327 -12.717 -1.01 0.04 0.73
N 8.360 3.306 -12.954 0.24 -0.11 -0.21
C 7.411 2.847 -13.956 0.51 -0.67 -0.24
C 6.151 3.645 -13.885 -0.16 0.53 -0.64
O 5.387 3.179 -12.800 -0.36 0.19 0.50
C 4.904 4.231 -11.970 -0.01 -0.01 -0.64
H 11.452 4.087 -9.851 0.11 -0.17 -0.23
H 11.469 2.447 -9.090 0.24 0.07 -0.30
H 10.301 3.650 -8.626 -0.19 -0.13 -0.21
H 11.363 2.229 -11.844 -0.20 -0.07 0.18
H 10.788 3.858 -12.015 -0.38 0.12 0.14
H 8.988 1.428 -12.244 0.22 -0.10 -0.24
H 9.873 2.017 -13.658 0.08 0.22 -0.10
H 7.852 3.473 -12.090 0.13 -0.13 0.09
H 7.142 1.782 -13.836 -0.03 0.08 0.17
H 7.898 2.891 -14.937 -0.15 0.30 -0.03
H 5.569 3.585 -14.814 0.00 -0.23 0.03
H 6.410 4.707 -13.781 0.00 -0.02 0.21
H 5.761 4.791 -11.588 -0.20 0.10 0.32
H 4.307 3.795 -11.175 0.21 -0.09 0.18
H 4.259 4.919 -12.537 0.08 -0.03 0.00
C -4.524 9.150 -8.389 0.15 -0.68 0.42
O -3.520 8.598 -9.232 -0.41 0.54 -0.06
C -2.473 7.934 -8.571 -0.20 -1.02 0.82
C -1.942 6.861 -9.511 0.14 0.99 -0.29
N -0.688 7.234 -10.167 0.90 -0.61 -0.28
C -0.132 6.077 -10.905 -0.30 -0.65 0.61
C 1.308 6.196 -11.379 -0.60 1.23 -0.24
O 1.471 6.923 -12.593 -0.18 -0.24 -0.32
C 1.339 8.331 -12.532 0.54 -0.13 -0.26
H -4.094 9.903 -7.725 -0.22 0.18 -0.08
H -4.997 8.353 -7.797 0.27 0.05 0.17
H -5.336 9.530 -9.007 0.28 0.42 -0.08
H -2.864 7.404 -7.685 -0.27 0.11 -0.14
H -1.690 8.571 -8.139 -0.07 0.36 -0.49
H -2.740 6.700 -10.247 0.07 -0.44 0.08
H -1.749 5.969 -8.926 -0.05 -0.21 -0.19
H -0.802 7.943 -10.883 -0.68 0.27 0.33
H -0.836 5.752 -11.686 0.29 0.09 -0.24
H -0.091 5.232 -10.201 -0.18 0.08 -0.03
H 1.656 5.190 -11.594 0.34 0.01 0.13
H 1.877 6.705 -10.591 0.25 -0.38 0.06
H 0.585 8.661 -11.830 -0.05 0.12 0.10
H 1.060 8.665 -13.536 0.07 0.02 0.15
H 2.298 8.813 -12.304 -0.08 -0.06 0.28
C -0.041 14.749 -6.207 0.04 0.04 0.29
O -0.887 14.003 -7.046 -0.30 0.43 0.11
C -0.201 13.563 -8.190 -0.12 -0.44 0.55
C -1.193 12.827 -9.067 0.30 1.09 -0.85
N -0.476 12.290 -10.222 -0.21 -0.51 0.46
C -1.334 11.667 -11.240 0.79 0.38 0.40
C -0.451 11.352 -12.433 -0.25 -0.87 -0.16
O -0.125 12.477 -13.202 0.26 0.74 -0.36
C -1.135 12.822 -14.128 -0.24 -1.08 -0.10
H 0.758 14.087 -5.857 0.14 0.31 0.10
H -0.606 15.128 -5.359 -0.20 -0.34 0.12
H 0.367 15.657 -6.678 0.12 -0.32 -0.33
H 0.612 12.879 -7.900 0.08 0.13 -0.09
H 0.213 14.447 -8.691 0.14 -0.20 -0.30
H -1.900 13.606 -9.406 -0.37 -0.38 0.21
H -1.723 12.055 -8.510 0.08 -0.09 -0.01
H 0.056 13.051 -10.632 0.01 -0.14 -0.19
H -2.159 12.343 -11.498 -0.22 -0.27 -0.16
H -1.716 10.730 -10.829 -0.29 0.08 -0.07
H -0.892 10.552 -13.047 -0.12 0.44 0.01
H 0.485 10.928 -12.060 0.12 0.23 0.10
H -0.786 13.596 -14.804 0.07 0.30 0.32
H -2.080 13.074 -13.635 0.13 0.33 -0.06
H -1.352 11.937 -14.755 -0.03 0.13 0.05
C 0.759 4.055 -14.033 0.77 0.12 0.18
O 0.081 3.285 -15.001 -0.38 0.21 0.02
C -1.004 3.998 -15.567 0.95 0.77 0.27
C -1.653 3.164 -16.610 -0.54 -0.85 -0.57
N -2.838 3.847 -17.125 0.64 0.03 0.04
C -3.651 3.012 -18.009 -0.32 0.71 0.05
C -3.340 3.239 -19.464 0.51 -0.91 -0.68
O -3.503 4.599 -19.766 0.09 -0.01 0.20
C -3.151 4.886 -21.092 -0.42 0.96 -0.33
H 0.556 5.130 -14.082 -0.50 -0.12 0.08
H 1.845 4.028 -14.191 -0.09 -0.46 -0.09
H 0.555 3.651 -13.039 -0.09 0.21 0.08
H -0.558 4.924 -15.978 -0.36 -0.08 -0.31
H -1.756 4.347 -14.842 0.12 -0.38 0.22
H -1.981 2.212 -16.180 0.02 0.14 0.26
H -0.943 2.866 -17.396 0.12 0.24 0.06
H -2.493 4.642 -17.659 -0.40 0.06 -0.02
H -4.694 3.302 -17.845 -0.06 -0.29 -0.03
H -3.512 1.964 -17.754 -0.12 -0.05 0.01
H -3.947 2.607 -20.133 -0.32 0.16 0.26
H -2.311 2.909 -19.708 0.04 0.29 0.25
H -3.170 5.975 -21.199 0.15 -0.09 0.11
H -3.913 4.529 -21.796 0.23 -0.39 0.00
H -2.150 4.534 -21.350 -0.03 -0.21 -0.03
C 3.758 6.937 -15.083 -0.63 0.74 -0.58
O 4.579 7.920 -15.675 0.28 -0.09 0.69
C 5.055 7.545 -16.923 -0.10 -0.59 -1.22
C 6.142 8.469 -17.381 0.12 0.85 0.58
N 5.611 9.803 -17.642 -0.14 -0.48 -0.17
C 6.584 10.779 -18.045 -0.19 0.66 -1.21
C 7.455 10.363 -19.226 1.15 -0.13 0.96
O 8.582 9.608 -18.722 -0.60 -0.16 -0.03
C 9.103 8.688 -19.644 0.45 0.15 -0.11
H 2.869 6.806 -15.723 0.05 -0.30 0.11
H 3.407 7.362 -14.149 0.15 -0.35 0.26
H 4.266 5.976 -14.967 0.06 0.05 0.15
H 4.239 7.562 -17.669 -0.01 0.10 0.11
H 5.436 6.510 -16.957 0.03 0.07 0.43
H 6.587 8.065 -18.289 0.00 -0.01 -0.04
H 6.932 8.527 -16.615 0.02 -0.32 -0.08
H 5.020 10.162 -16.889 0.36 -0.27 -0.14
H 7.273 11.177 -17.286 -0.10 -0.24 0.24
H 6.017 11.631 -18.451 0.07 0.08 0.38
H 7.892 11.279 -19.642 -0.31 -0.08 -0.42
H 6.926 9.768 -19.973 -0.17 0.17 -0.04
H 9.858 8.087 -19.136 -0.10 0.02 0.10
H 9.619 9.200 -20.471 -0.21 -0.08 -0.08
H 8.339 8.011 -20.047 -0.04 0.09 -0.02
C 2.027 10.387 -0.654 0.10 -0.11 0.74
O 1.357 10.890 -1.774 -0.35 0.57 0.30
C 2.145 11.833 -2.475 0.30 -0.70 -0.81
C 1.314 12.446 -3.609 -0.09 0.17 0.14
N 0.418 11.527 -4.329 0.88 -0.36 0.77
C 1.158 10.483 -5.060 0.08 0.12 0.50
C 0.180 9.484 -5.617 0.69 -0.53 -0.07
O -0.506 8.839 -4.548 -0.41 0.49 0.09
C -1.744 8.308 -4.944 -0.36 0.03 -0.65
H 2.389 11.187 0.011 0.21 0.05 -0.34
H 2.858 9.736 -0.950 0.07 0.10 0.06
H 1.348 9.822 -0.012 -0.19 -0.16 -0.45
H 3.007 11.282 -2.886 0.05 0.23 0.04
H 2.532 12.638 -1.839 -0.12 -0.11 0.18
H 2.022 12.929 -4.290 -0.15 0.03 -0.07
H 0.690 13.223 -3.159 -0.02 0.03 -0.17
H 0.034 10.994 -3.543 -0.58 0.15 -0.42
H 1.863 9.962 -4.393 -0.01 -0.08 -0.13
H 1.749 10.892 -5.884 -0.15 0.17 -0.01
H 0.760 8.717 -6.152 -0.25 0.10 -0.28
H -0.485 10.007 -6.311 -0.26 -0.18 0.10
H -2.357 9.036 -5.502 0.28 0.09 0.02
H -2.363 8.031 -4.091 0.44 -0.15 0.23
H -1.604 7.445 -5.611 -0.03 -0.05 0.17
C -2.931 14.311 -20.082 -0.70 -0.47 -0.39
O -2.217 14.131 -18.902 0.09 0.25 0.35
C -1.143 13.248 -19.062 -0.14 -0.24 -0.98
C -0.452 13.097 -17.756 1.94 0.58 0.12
N 0.777 12.316 -17.912 -1.20 -1.36 0.11
C 1.454 12.039 -16.671 1.37 1.35 0.10
C 2.567 11.021 -16.878 -0.73 -0.93 -0.48
O 3.628 11.166 -15.981 0.20 0.00 -0.16
C 3.331 10.700 -14.697 -0.45 -0.36 0.66
H -3.833 14.872 -19.850 0.11 0.22 -0.01
H -3.267 13.336 -20.473 0.10 0.11 -0.07
H -2.357 14.812 -20.869 0.08 0.09 0.09
H -0.424 13.630 -19.809 -0.04 0.16 0.11
H -1.490 12.298 -19.497 -0.03 -0.09 0.35
H -1.062 12.655 -16.976 -0.17 -0.08 -0.07
H -0.124 14.108 -17.452 -0.65 0.04 0.33
H 1.430 12.709 -18.572 -0.10 0.24 -0.06
H 0.819 11.747 -15.837 -0.48 -0.20 -0.37
H 1.937 12.973 -16.312 0.03 -0.18 0.17
H 2.992 10.993 -17.884 -0.01 0.66 -0.02
H 2.089 10.023 -16.823 0.33 -0.02 0.36
H 2.557 11.305 -14.208 0.20 0.16 0.07
H 4.248 10.690 -14.115 0.01 0.17 0.07
H 2.953 9.671 -14.723 0.10 0.00 -0.17
C 7.156 3.794 -8.775 -0.11 -0.69 0.58
O 5.798 4.170 -8.810 0.45 -0.16 -0.23
C 5.512 5.378 -8.150 -0.49 -0.31 0.03
C 4.029 5.551 -8.309 -0.99 0.85 -0.50
N 3.567 6.916 -7.982 0.57 -0.47 0.88
C 3.951 7.413 -6.646 -1.19 0.57 -0.37
C 3.305 6.662 -5.484 0.39 -0.35 -0.71
O 3.727 7.265 -4.300 -0.13 0.10 0.71
C 3.002 6.822 -3.170 0.34 -0.22 0.19
H 7.241 2.829 -9.276 0.00 0.21 -0.33
H 7.475 3.577 -7.741 0.03 0.39 -0.06
H 7.829 4.525 -9.230 -0.07 0.07 -0.05
H 6.020 6.230 -8.615 0.25 0.01 0.17
H 5.735 5.284 -7.080 0.42 0.22 -0.05
H 3.483 4.766 -7.772 0.11 0.01 0.09
H 3.772 5.451 -9.368 0.17 -0.34 0.02
H 2.550 6.899 -7.978 0.07 -0.15 -0.14
H 3.514 8.421 -6.635 0.35 0.06 0.26
H 5.027 7.534 -6.538 0.07 -0.25 0.02
H 3.601 5.601 -5.511 -0.08 0.00 0.12
H 2.213 6.707 -5.591 -0.02 0.01 0.01
H 1.928 7.024 -3.261 0.06 0.15 -0.02
H 3.426 7.331 -2.303 -0.20 0.16 -0.06
H 3.133 5.745 -2.976 0.00 0.08 -0.29
C -5.791 12.534 -9.683 0.11 -0.06 -0.18
O -6.258 13.169 -8.520 0.28 0.18 0.27
C -6.085 12.401 -7.356 -0.67 -0.72 0.18
C -7.010 12.930 -6.272 0.01 0.21 0.39
N -6.805 14.295 -5.787 0.63 -0.09 -0.52
C -5.499 14.520 -5.158 -0.23 -0.26 0.60
C -5.486 15.872 -4.507 0.25 0.77 -0.11
O -5.265 16.881 -5.493 -0.11 -0.46 0.21
C -4.963 18.111 -4.913 0.01 1.07 -0.37
H -5.762 13.281 -10.474 0.00 -0.03 -0.02
H -6.458 11.719 -9.995 -0.02 0.02 0.08
H -4.789 12.114 -9.555 0.07 0.04 0.02
H -5.051 12.306 -6.996 0.14 0.43 -0.32
H -6.413 11.360 -7.546 0.04 0.12 -0.06
H -6.934 12.259 -5.410 -0.05 -0.03 -0.02
H -8.036 12.884 -6.641 -0.01 -0.10 -0.05
H -6.812 14.901 -6.605 -0.27 0.05 0.12
H -4.655 14.410 -5.842 0.15 0.08 -0.06
H -5.337 13.822 -4.325 -0.25 -0.25 -0.30
H -4.702 15.976 -3.747 0.14 -0.29 -0.04
H -6.446 16.029 -3.998 0.00 0.07 -0.10
H -4.876 18.852 -5.715 -0.08 -0.20 0.00
H -3.997 18.144 -4.387 -0.13 -0.38 0.13
H -5.756 18.474 -4.246 0.04 -0.18 0.12
O -6.105 5.927 -7.675 0.02 -0.02 -0.13
H -6.682 6.317 -8.351 0.03 0.06 0.05
H -6.699 5.514 -7.041 0.04 -0.03 -0.02
O -5.245 6.882 -11.127 -0.02 -0.14 -0.05
H -5.114 6.965 -10.174 0.06 0.03 -0.05
H -6.174 7.112 -11.264 0.05 0.05 0.12
O -7.592 7.772 -9.346 -0.17 0.17 0.18
H -7.686 8.423 -10.070 0.07 -0.30 -0.02
H -8.109 8.113 -8.608 0.01 0.02 -0.07
O -7.223 9.101 -11.670 0.17 0.18 0.04
H -6.349 9.548 -11.607 -0.05 -0.09 -0.32
H -7.293 8.799 -12.581 -0.06 0.12 0.01
O 0.726 9.703 -9.055 -0.49 -0.30 0.14
H 0.252 8.863 -9.190 0.22 0.12 -0.09
H 0.221 10.378 -9.534 0.18 0.43 0.01
O -0.025 2.844 -8.254 0.08 0.36 0.07
H -0.884 3.182 -8.545 -0.20 -0.10 0.01
H -0.125 2.689 -7.310 -0.01 -0.09 -0.04
O 3.460 9.341 -9.447 -0.17 -0.03 0.16
H 3.625 8.521 -8.938 0.12 0.05 -0.33
H 2.528 9.546 -9.245 0.28 0.05 -0.20
O -4.516 9.895 -11.462 -0.65 0.03 -0.14
H -3.807 9.651 -12.083 0.08 -0.05 0.38
H -4.540 9.168 -10.816 0.67 0.18 -0.38
O 0.675 6.098 -7.802 -0.30 0.07 -0.16
H 0.395 5.173 -7.836 0.19 -0.04 -0.06
H 0.305 6.514 -8.606 0.15 0.03 0.34
O -2.635 3.751 -9.344 -0.11 -0.20 -0.11
H -2.808 3.167 -10.091 0.06 0.02 0.03
H -3.506 4.079 -9.090 0.04 0.05 0.09
```
Positions in Å, forces in eV/Å.

Here are the Mulliken charges for atoms 1 to 4, given in e:
1. C 0.21
2. O 0.05
3. N -0.32
4. N -0.21